# 1
This record from the Open Molecules 2025 dataset describes an isolated molecule of C15H17N3O5. The level of theory is ωB97M-V/def2-TZVPD.

Frontier orbital gap: 8.720 eV
Energy above the lowest of the compared OMol25 structures with the same formula, charge and spin: 56.6 kcal per mole

```
! RIJCOSX wB97M-V def2-TZVPD def2/J DEFGRID3
* xyz 0 1
N -0.914 -1.973 -3.026
C -1.345 -2.483 -1.685
C -0.019 -2.804 -0.997
C 1.128 -1.854 -0.902
O 1.228 -0.748 -1.410
O 2.100 -2.514 -0.157
C -2.110 -1.439 -0.778
O -2.951 -1.636 0.091
N -1.518 -0.227 -0.909
C -2.271 0.950 -0.548
C -1.933 1.528 0.813
C -0.428 1.647 0.938
C 0.187 2.781 0.547
N 1.575 2.689 0.814
C 1.880 1.474 1.437
C 3.085 1.071 1.961
C 3.006 -0.088 2.692
C 1.851 -0.781 2.965
C 0.677 -0.395 2.321
C 0.633 0.797 1.585
C -2.042 2.008 -1.533
O -2.808 2.925 -1.782
O -0.940 1.809 -2.286
H 0.064 -1.813 -3.165
H -1.356 -0.991 -3.151
H -1.851 -3.365 -1.890
H -0.252 -3.014 0.038
H 0.299 -3.762 -1.452
H 2.844 -1.989 0.004
H -0.618 -0.182 -1.477
H -3.388 0.796 -0.692
H -2.321 2.537 0.951
H -2.277 0.903 1.671
H -0.278 3.704 0.290
H 2.293 3.369 0.567
H 3.975 1.651 1.802
H 3.841 -0.521 3.066
H 1.910 -1.621 3.694
H -0.106 -1.046 2.397
H -0.848 2.607 -2.804
*
```



# 2
This record from the Open Molecules 2025 dataset describes an isolated molecule of C28H38N2O5. The level of theory is ωB97M-V/def2-TZVPD.

Frontier orbital gap: 8.515 eV
Energy above the lowest of the compared OMol25 structures with the same formula, charge and spin: 1.5 kcal per mole

```
! RIJCOSX wB97M-V def2-TZVPD def2/J DEFGRID3
* xyz 0 1
C 3.191 1.066 4.667
O 2.235 1.910 4.064
C 1.814 1.698 2.788
C 0.714 2.471 2.417
C 0.150 2.376 1.165
C 0.674 1.485 0.233
C 0.021 1.456 -1.103
O -0.265 2.504 -1.665
N -0.310 0.256 -1.666
C -1.067 0.294 -2.900
C -2.570 0.027 -2.650
C -3.437 0.600 -3.774
C -3.636 2.053 -3.327
C -3.391 2.009 -1.808
O -3.025 0.673 -1.478
C -0.077 -1.060 -1.107
C -0.319 -1.107 0.425
O 0.387 -1.728 1.193
N -1.443 -0.477 0.783
C -1.827 -0.348 2.174
C -3.103 0.471 2.311
C -4.338 -0.147 1.644
C -5.506 0.835 1.738
C -4.724 -1.477 2.286
C 1.251 -1.659 -1.514
C 1.568 -2.951 -1.110
C 2.784 -3.513 -1.447
C 3.709 -2.812 -2.213
C 5.032 -3.427 -2.555
C 3.377 -1.534 -2.639
C 2.165 -0.962 -2.295
C 1.799 0.748 0.574
C 2.371 0.824 1.837
O 3.469 0.079 2.177
C 3.744 -1.075 1.412
H 3.265 1.415 5.698
H 2.867 0.023 4.658
H 4.165 1.146 4.182
H 0.310 3.143 3.158
H -0.704 2.981 0.901
H -0.940 1.298 -3.312
H -0.673 -0.444 -3.604
H -2.741 -1.045 -2.493
H -2.956 0.517 -4.745
H -4.391 0.074 -3.804
H -4.635 2.414 -3.563
H -2.911 2.710 -3.803
H -2.584 2.692 -1.524
H -4.286 2.243 -1.226
H -0.861 -1.719 -1.508
H -1.980 0.043 0.098
H -1.013 0.142 2.720
H -1.948 -1.349 2.598
H -3.305 0.612 3.375
H -2.923 1.456 1.874
H -4.120 -0.317 0.585
H -6.384 0.434 1.237
H -5.761 1.023 2.779
H -5.249 1.783 1.272
H -4.887 -1.350 3.354
H -3.948 -2.224 2.141
H -5.642 -1.856 1.843
H 0.863 -3.511 -0.515
H 3.020 -4.513 -1.114
H 5.540 -2.854 -3.327
H 4.902 -4.449 -2.904
H 5.670 -3.455 -1.672
H 4.073 -0.973 -3.246
H 1.935 0.038 -2.634
H 2.255 0.106 -0.159
H 4.192 -0.825 0.445
H 2.838 -1.667 1.255
H 4.462 -1.647 1.999
*
```



# 3
This record from the Open Molecules 2025 dataset describes an isolated molecule of C20H28N2O3. The level of theory is ωB97M-V/def2-TZVPD.

Frontier orbital gap: 9.749 eV
Energy above the lowest of the compared OMol25 structures with the same formula, charge and spin: 7.2 kcal per mole

```
! RIJCOSX wB97M-V def2-TZVPD def2/J DEFGRID3
* xyz 0 1
C -2.273 1.752 -0.272
O -0.876 1.614 -0.368
C -0.197 2.855 -0.462
C 1.291 2.651 -0.187
C 1.596 2.535 1.312
N 0.911 1.452 1.970
C -0.307 1.618 2.566
O -0.973 2.634 2.529
C -0.594 0.347 3.261
C -1.702 -0.042 3.993
C -1.689 -1.300 4.573
C -0.594 -2.141 4.426
C 0.518 -1.751 3.694
C 0.507 -0.496 3.120
C 1.529 0.179 2.254
C 1.791 -0.755 1.049
O 2.712 -1.545 1.078
N 0.883 -0.664 0.075
C 0.894 -1.532 -1.091
C -0.544 -1.995 -1.338
C -0.808 -2.580 -2.726
C -1.216 -1.519 -3.748
C -0.077 -0.616 -4.215
C 0.661 0.102 -3.086
C 1.564 -0.837 -2.285
H -2.680 2.245 -1.162
H -2.544 2.329 0.617
H -2.684 0.746 -0.192
H -0.345 3.268 -1.472
H -0.617 3.557 0.268
H 1.634 1.761 -0.714
H 1.837 3.512 -0.575
H 1.278 3.461 1.805
H 2.673 2.406 1.457
H -2.545 0.624 4.100
H -2.540 -1.632 5.149
H -0.608 -3.116 4.889
H 1.368 -2.405 3.572
H 2.490 0.309 2.769
H 0.192 0.078 0.092
H 1.521 -2.388 -0.814
H -0.788 -2.738 -0.574
H -1.214 -1.146 -1.184
H -1.627 -3.298 -2.646
H 0.068 -3.126 -3.079
H -1.635 -2.018 -4.626
H -2.008 -0.903 -3.315
H 0.642 -1.209 -4.785
H -0.494 0.130 -4.896
H -0.053 0.593 -2.425
H 1.283 0.880 -3.536
H 1.966 -1.598 -2.956
H 2.422 -0.286 -1.891
*
```



# 4
This record from the Open Molecules 2025 dataset describes a structure of composition C3H9HfO12. The level of theory is ωB97M-V/def2-TZVPD.

Frontier orbital gap: 10.307 eV
Energy above the lowest of the compared OMol25 structures with the same formula, charge and spin: 36.0 kcal per mole

```
! RIJCOSX wB97M-V def2-TZVPD def2/J DEFGRID3
* xyz 1 1
Hf -23.979 -1.386 18.301
C -23.153 -1.997 20.587
O -22.533 -1.439 19.721
O -22.719 -2.335 21.782
O -24.293 -2.269 20.114
H -21.942 -1.893 22.117
C -23.949 1.132 18.853
O -24.583 0.307 19.480
O -24.008 2.450 18.815
O -23.305 0.514 18.013
H -24.629 2.758 19.439
C -25.969 -0.928 16.764
O -24.795 -0.947 16.474
O -27.057 -0.673 15.961
O -26.026 -1.261 17.938
H -26.880 -0.279 15.131
O -25.073 2.043 16.132
H -25.023 2.856 16.615
H -24.107 1.893 16.176
O -21.887 3.273 17.065
H -21.851 4.243 16.939
H -22.538 3.315 17.742
O -22.303 -1.773 17.061
H -21.769 -2.447 16.701
H -21.767 -1.003 16.714
*
```



# 5
This record from the Open Molecules 2025 dataset describes a cluster of 2 separate species, C2HClF3N in total. The level of theory is ωB97M-V/def2-TZVPD.

Frontier orbital gap: 12.719 eV
Energy above the lowest of the compared OMol25 structures with the same formula, charge and spin: 17.7 kcal per mole

```
! RIJCOSX wB97M-V def2-TZVPD def2/J DEFGRID3
* xyz 0 1
N -3.133 -2.280 -1.003
C -3.399 -1.323 -0.418
C -3.840 -0.010 0.074
F -2.809 0.873 -0.038
F -4.442 0.072 1.275
F -4.809 0.434 -0.813
Cl 0.129 -0.269 0.578
H 0.562 0.776 0.286
*
```



# 6
This record from the Open Molecules 2025 dataset describes a structure of composition C45H43HgN5O5Se. The level of theory is ωB97M-V/def2-TZVPD.

Frontier orbital gap (spin up / spin down): 7.072 / 4.782 eV
⟨S²⟩: 0.757

```
! RIJCOSX wB97M-V def2-TZVPD def2/J DEFGRID3
* xyz -1 2
Hg -1.811 0.660 2.209
O 2.896 -0.354 7.804
C 2.504 0.786 7.508
O 2.561 1.872 8.105
C 1.796 0.867 6.103
C 1.304 2.068 5.626
C 0.691 2.096 4.374
N 0.514 0.990 3.658
C 0.959 -0.175 4.115
C 1.644 -0.269 5.327
C 0.666 -1.379 3.295
C 0.890 -2.672 3.782
C 0.552 -3.760 2.999
C 0.005 -3.547 1.742
C -0.172 -2.234 1.337
N 0.140 -1.183 2.083
C 0.165 3.351 3.787
C 0.471 4.612 4.291
C -0.080 5.727 3.680
C -0.924 5.559 2.593
C -1.167 4.266 2.158
N -0.629 3.203 2.738
H 1.400 2.942 6.252
H 2.052 -1.195 5.700
H 1.298 -2.834 4.767
H 0.714 -4.763 3.373
H -0.273 -4.370 1.098
H -0.595 -2.001 0.365
H 1.144 4.732 5.125
H 0.167 6.716 4.045
H -1.360 6.403 2.078
H -1.801 4.067 1.302
O 1.319 0.964 -0.263
C 1.562 2.224 -0.826
C 0.102 2.973 -1.098
O 0.164 4.061 -1.674
O -0.897 2.313 -0.715
C 2.494 3.054 0.053
C 2.576 4.443 0.010
C 3.550 5.111 0.739
C 4.450 4.413 1.529
C 4.346 3.035 1.613
C 3.378 2.363 0.884
C 2.221 2.042 -2.175
C 2.610 3.132 -2.952
C 3.283 2.939 -4.147
C 3.587 1.659 -4.589
C 3.180 0.571 -3.834
C 2.493 0.758 -2.644
H 0.917 1.091 0.605
H 1.868 5.000 -0.586
H 3.603 6.192 0.687
H 5.220 4.940 2.079
H 5.026 2.474 2.242
H 3.313 1.285 0.941
H 2.369 4.130 -2.624
H 3.586 3.792 -4.741
H 4.123 1.510 -5.519
H 3.411 -0.432 -4.173
H 2.175 -0.087 -2.050
C 2.237 -3.759 -4.261
C 1.705 -2.369 -3.919
C 0.216 -2.362 -3.574
C -0.033 -2.943 -2.184
N -1.430 -2.926 -1.809
C -2.034 -1.854 -1.220
Se -1.286 -0.199 -0.947
N -3.308 -2.233 -0.892
C -4.226 -1.448 -0.086
C -4.794 -0.199 -0.760
C -5.628 -0.458 -2.016
C -4.789 -0.775 -3.256
C -3.505 -3.547 -1.271
C -4.590 -4.398 -1.142
C -4.452 -5.688 -1.636
C -3.272 -6.117 -2.234
C -2.177 -5.273 -2.353
C -2.311 -3.985 -1.864
H 3.298 -3.705 -4.503
H 1.709 -4.174 -5.121
H 2.123 -4.449 -3.424
H 1.870 -1.699 -4.764
H 2.261 -1.963 -3.071
H -0.345 -2.926 -4.326
H -0.143 -1.330 -3.579
H 0.508 -2.331 -1.456
H 0.316 -3.975 -2.117
H -3.687 -1.130 0.813
H -5.039 -2.112 0.211
H -3.980 0.485 -1.001
H -5.417 0.294 -0.010
H -6.208 0.444 -2.222
H -6.335 -1.274 -1.832
H -3.985 -0.046 -3.364
H -5.407 -0.736 -4.153
H -4.351 -1.771 -3.201
H -5.510 -4.085 -0.668
H -5.281 -6.376 -1.544
H -3.208 -7.126 -2.617
H -1.261 -5.610 -2.817
*
```



# 7
This record from the Open Molecules 2025 dataset describes a cluster of 8 separate species, C45H112N8O in total. The level of theory is ωB97M-V/def2-TZVPD.

Frontier orbital gap: 8.640 eV
Energy above the lowest of the compared OMol25 structures with the same formula, charge and spin: 52.4 kcal per mole

```
! RIJCOSX wB97M-V def2-TZVPD def2/J DEFGRID3
* xyz 0 1
C -3.860 1.939 3.746
C -4.129 2.695 5.102
N -3.269 3.898 5.199
C -3.736 4.783 6.351
C -5.205 5.211 6.266
C -1.891 3.467 5.328
C -0.958 4.658 5.269
H -3.899 2.653 2.923
H -4.597 1.144 3.630
H -2.891 1.445 3.681
H -5.185 2.949 5.009
H -4.051 1.980 5.920
H -3.521 4.286 7.297
H -3.079 5.649 6.425
H -5.952 4.417 6.268
H -5.375 5.859 7.126
H -5.247 5.853 5.386
H -1.672 2.763 4.525
H -1.634 2.952 6.254
H 0.051 4.400 4.946
H -0.789 4.978 6.297
H -1.329 5.520 4.715
C 1.649 -3.054 -2.987
C 0.143 -3.275 -2.793
N -0.415 -4.314 -3.662
C -1.894 -4.281 -3.585
C -2.507 -4.509 -2.221
C 0.214 -5.678 -3.390
C -0.314 -6.818 -4.255
H 2.183 -3.780 -2.374
H 1.869 -2.064 -2.587
H 1.955 -3.140 -4.030
H 0.033 -3.495 -1.731
H -0.349 -2.333 -3.035
H -2.191 -3.279 -3.893
H -2.274 -4.921 -4.381
H -3.583 -4.339 -2.169
H -2.310 -5.560 -2.010
H -2.036 -3.896 -1.453
H 0.183 -5.983 -2.344
H 1.268 -5.564 -3.645
H -0.386 -6.512 -5.299
H -1.337 -6.977 -3.915
H 0.212 -7.772 -4.216
C 1.104 5.166 0.087
C 0.628 3.719 -0.089
N 0.041 3.119 1.102
C -1.210 3.809 1.522
C -2.265 3.762 0.403
C 0.956 2.916 2.254
C 2.099 1.987 1.879
H 0.343 5.838 0.483
H 1.354 5.657 -0.853
H 2.024 5.282 0.660
H -0.082 3.755 -0.915
H 1.485 3.144 -0.440
H -1.663 3.254 2.343
H -1.037 4.812 1.911
H -1.992 4.511 -0.341
H -2.359 2.791 -0.085
H -3.235 4.069 0.794
H 0.393 2.475 3.076
H 1.441 3.829 2.600
H 2.810 2.383 1.154
H 1.766 1.026 1.488
H 2.626 1.732 2.799
C -1.315 -0.811 -9.252
C -0.765 -1.589 -8.058
N -1.293 -0.990 -6.799
C -0.365 -1.103 -5.674
C 0.754 -0.050 -5.741
C -2.657 -1.596 -6.606
C -3.550 -0.965 -5.420
H -1.095 0.256 -9.242
H -2.388 -0.874 -9.434
H -0.879 -1.201 -10.172
H -0.943 -2.662 -8.125
H 0.309 -1.403 -8.059
H 0.031 -2.114 -5.579
H -0.845 -0.921 -4.712
H 1.379 -0.197 -6.622
H 1.444 -0.265 -4.925
H 0.453 0.991 -5.628
H -3.291 -1.444 -7.479
H -2.524 -2.669 -6.466
H -3.048 -1.067 -4.458
H -3.712 0.110 -5.496
H -4.465 -1.557 -5.388
C 5.406 0.874 2.419
C 5.633 -0.648 2.535
N 4.428 -1.423 2.764
C 4.731 -2.728 3.433
C 4.981 -2.568 4.937
C 3.763 -1.698 1.439
C 2.307 -2.036 1.712
H 4.844 1.104 1.514
H 6.400 1.307 2.302
H 4.982 1.297 3.330
H 6.152 -0.897 1.609
H 6.387 -0.847 3.297
H 3.991 -3.519 3.313
H 5.616 -3.102 2.919
H 5.909 -2.100 5.265
H 4.123 -2.142 5.458
H 5.031 -3.553 5.401
H 4.354 -2.395 0.846
H 3.662 -0.702 1.007
H 1.854 -1.169 2.195
H 2.250 -2.886 2.392
H 1.695 -2.222 0.829
C 2.478 3.638 -4.409
C 3.634 2.796 -3.772
N 3.784 3.095 -2.317
C 4.622 2.091 -1.619
C 4.169 0.676 -1.857
C 4.087 4.471 -1.991
C 5.474 5.057 -2.331
H 2.779 4.674 -4.561
H 1.586 3.705 -3.787
H 2.108 3.233 -5.351
H 3.220 1.798 -3.920
H 4.606 2.857 -4.264
H 5.674 2.133 -1.902
H 4.588 2.267 -0.544
H 4.752 0.001 -1.230
H 3.133 0.445 -1.611
H 4.360 0.286 -2.857
H 3.856 4.743 -0.961
H 3.383 5.081 -2.556
H 5.549 6.144 -2.294
H 5.807 4.864 -3.351
H 6.207 4.595 -1.670
C -2.432 -1.374 4.898
C -3.060 -2.767 5.040
N -3.597 -3.246 3.781
C -2.558 -3.643 2.841
C -3.127 -4.058 1.442
C -4.685 -4.198 4.033
C -4.304 -5.596 4.670
H -2.491 -0.853 5.854
H -3.039 -0.776 4.218
H -1.414 -1.519 4.536
H -2.318 -3.498 5.362
H -3.823 -2.636 5.807
H -1.976 -2.738 2.664
H -1.884 -4.406 3.230
H -3.605 -3.216 0.942
H -2.311 -4.409 0.810
H -3.844 -4.878 1.462
H -5.203 -4.323 3.082
H -5.412 -3.713 4.685
H -3.561 -6.134 4.081
H -5.109 -6.326 4.761
H -3.918 -5.409 5.671
C -0.110 0.822 -2.213
N -0.485 0.786 -0.870
C -0.948 -0.226 -0.186
C -1.391 0.011 1.217
O -1.014 -1.379 -0.662
H -0.377 1.796 -2.623
H -0.578 -0.066 -2.640
H 0.964 0.686 -2.339
H -0.490 1.663 -0.370
H -0.548 -0.144 1.890
H -2.179 -0.665 1.550
H -1.882 0.961 1.427
*
```